106
Properties=species:S:1:pos:R:3 method="wB97M-V/def2-TZVPD" e_homo_ev="-6.90 / -6.96" homo_lumo_gap_ev="7.2 / 7.5" multiplicity=2 fmax_ev_per_a=1.89 e_above_lowest_kcal_mol=79.1
Mn -0.36 -0.72 -1.18
C -1.61 -3.07 -0.55
C -2.69 -2.15 -0.49
C -2.47 -1.32 0.67
C -1.27 -1.78 1.27
C -0.75 -2.88 0.56
C 0.38 -3.79 0.97
C -0.11 -5.25 0.99
C 1.53 -3.66 -0.03
C 0.88 -3.44 2.37
C -3.34 -0.30 1.39
C -2.52 0.46 2.45
C -4.46 -1.03 2.16
C -3.90 0.77 0.45
C -3.77 -2.16 -1.57
C -5.22 -2.19 -1.04
C -3.56 -0.94 -2.49
C -3.64 -3.42 -2.44
H -1.52 -3.90 -1.23
H -0.85 -1.40 2.18
H -0.36 -5.59 -0.01
H -0.99 -5.34 1.62
H 0.68 -5.89 1.39
H 1.19 -3.91 -1.03
H 2.36 -4.32 0.24
H 1.89 -2.63 -0.05
H 0.08 -3.53 3.10
H 1.25 -2.41 2.40
H 1.69 -4.11 2.66
H -2.16 -0.19 3.24
H -3.16 1.21 2.91
H -1.69 0.97 1.97
H -4.02 -1.67 2.92
H -5.07 -1.64 1.51
H -5.10 -0.30 2.65
H -3.09 1.13 -0.18
H -4.29 1.60 1.02
H -4.70 0.39 -0.18
H -5.49 -1.29 -0.51
H -5.35 -3.04 -0.37
H -5.91 -2.30 -1.87
H -4.07 -0.05 -2.12
H -3.94 -1.13 -3.49
H -2.48 -0.69 -2.55
H -3.65 -4.32 -1.82
H -2.72 -3.41 -3.01
H -4.47 -3.47 -3.14
O 2.22 -0.83 -1.63
C 2.72 -1.08 -2.92
C 1.64 -1.18 -3.96
C 1.86 -0.82 -5.29
C 0.86 -1.03 -6.21
C -0.33 -1.59 -5.78
C -0.48 -1.89 -4.44
N 0.48 -1.69 -3.54
H 2.13 0.12 -1.50
H 3.22 -2.05 -2.87
H 3.46 -0.32 -3.21
H 2.80 -0.37 -5.58
H 1.00 -0.77 -7.25
H -1.14 -1.80 -6.47
H -1.39 -2.31 -4.06
C -0.59 5.35 -0.01
N -0.71 4.21 -0.89
C -0.53 4.34 -2.22
C -0.53 3.28 -3.05
C -0.65 1.97 -2.46
O -0.51 0.91 -3.11
N -0.87 1.87 -1.13
C -0.93 2.93 -0.32
O -1.11 2.87 0.89
H -1.12 6.20 -0.43
H 0.46 5.61 0.13
H -1.02 5.06 0.95
H -0.38 5.35 -2.58
H -0.40 3.38 -4.11
O 1.18 0.26 0.50
S 1.24 0.72 1.90
C 1.62 2.53 1.87
C 2.62 2.98 0.87
C 2.44 2.74 -0.49
C 3.34 3.20 -1.43
C 4.43 3.96 -1.03
C 4.62 4.22 0.32
C 3.73 3.72 1.26
C 2.93 0.16 2.45
C 3.14 0.67 3.83
C 2.26 0.29 4.84
C 2.40 0.81 6.11
C 3.40 1.73 6.39
C 4.27 2.12 5.39
C 4.15 1.59 4.12
H 1.90 2.80 2.89
H 0.64 2.95 1.65
H 1.56 2.20 -0.82
H 3.18 3.01 -2.48
H 5.13 4.35 -1.76
H 5.45 4.84 0.64
H 3.88 3.95 2.31
H 3.66 0.54 1.73
H 2.91 -0.93 2.40
H 1.48 -0.41 4.62
H 1.71 0.51 6.89
H 3.50 2.14 7.38
H 5.05 2.84 5.60
H 4.84 1.87 3.34

150
Properties=species:S:1:pos:R:3 method="wB97M-V/def2-TZVPD" e_homo_ev=-4.85 homo_lumo_gap_ev=6.3 total_charge=-1 fmax_ev_per_a=3.82
C -1.62 -8.12 -0.49
C -2.17 -6.88 -1.33
Cl -3.38 -7.58 -2.51
C -0.94 -6.20 -2.08
Cl 0.30 -5.66 -0.81
P -1.44 -4.79 -3.31
C 0.24 -5.03 -4.25
C 0.81 -3.68 -4.82
C 2.20 -3.40 -4.13
C 3.29 -4.22 -4.91
C 4.66 -4.06 -4.14
C 4.64 -5.01 -2.87
C 4.61 -4.12 -1.58
S 6.28 -3.35 -1.38
C 6.15 -2.17 -0.04
N 6.92 -1.15 0.33
N 6.30 -0.59 1.40
C 5.19 -1.24 1.66
O 5.06 -2.29 0.77
O -0.55 -3.63 -2.39
C -1.39 -2.75 -1.70
C -0.81 -1.29 -1.62
C -1.87 -0.15 -1.50
C -1.22 1.24 -1.05
S 0.53 1.41 -1.54
C 0.61 2.24 -3.15
S -0.50 3.44 -3.50
N 1.60 1.94 -4.11
C 1.14 2.19 -5.49
C 2.07 1.47 -6.56
O 3.38 1.22 -6.06
C 3.24 0.23 -5.05
C 2.03 0.52 -4.07
C -2.92 -2.98 -2.08
P -3.68 -2.09 -3.56
O -4.63 -3.23 -4.36
O -2.44 -1.53 -4.59
O -2.93 -4.38 -2.53
H -1.92 -8.05 0.58
H -2.04 -9.06 -0.93
H -0.51 -8.23 -0.56
H -2.63 -6.18 -0.61
H -0.49 -7.03 -2.69
H -1.96 -5.84 -4.14
H -1.75 -3.92 -4.44
H 0.04 -5.69 -5.14
H 1.01 -5.55 -3.62
H 0.14 -2.80 -4.66
H 0.92 -3.79 -5.93
H 2.15 -3.69 -3.05
H 2.45 -2.31 -4.14
H 3.00 -5.30 -4.97
H 3.36 -3.79 -5.94
H 4.70 -3.01 -3.77
H 5.48 -4.31 -4.85
H 5.55 -5.64 -2.81
H 3.72 -5.65 -2.86
H 3.79 -3.37 -1.62
H 4.44 -4.74 -0.67
H 4.45 -1.04 2.44
H -1.37 -3.10 -0.63
H -0.10 -1.17 -2.47
H -0.19 -1.25 -0.69
H -2.74 -0.42 -0.85
H -2.25 0.05 -2.54
H -1.81 2.02 -1.60
H -1.32 1.43 0.03
H 0.10 1.85 -5.71
H 1.25 3.28 -5.71
H 2.08 2.01 -7.53
H 1.61 0.47 -6.78
H 4.21 0.12 -4.51
H 3.04 -0.75 -5.57
H 1.15 -0.11 -4.39
H 2.35 0.18 -3.06
H -3.65 -3.04 -1.24
H -4.36 -3.15 -5.30
H -2.60 -0.57 -4.65
C 5.81 4.03 0.53
C 6.62 3.35 1.64
C 5.82 2.50 2.64
F 4.88 3.20 3.29
F 6.65 1.99 3.58
F 7.35 4.29 2.29
F 7.51 2.53 1.03
O 5.41 5.39 0.73
C 4.27 5.65 1.47
C 4.57 6.35 2.80
F 5.46 5.66 3.54
F 3.44 6.46 3.54
F 3.56 4.51 1.63
F 3.50 6.47 0.72
H 6.47 4.08 -0.34
H 4.97 3.42 0.20
H 5.35 1.65 2.13
H 4.98 7.34 2.63
C 2.08 -1.41 5.31
C 2.03 -0.01 5.93
C 0.64 0.63 6.06
F 0.02 0.77 4.88
F 0.76 1.87 6.59
F 2.87 0.80 5.26
F 2.54 -0.12 7.19
O 2.38 -1.51 3.91
C 1.33 -1.33 3.00
C 1.49 -0.06 2.17
F 1.62 1.04 2.94
F 0.40 0.13 1.39
F 0.15 -1.40 3.65
F 1.37 -2.40 2.18
H 2.93 -1.92 5.78
H 1.21 -2.02 5.57
H 0.01 0.04 6.73
H 2.37 -0.13 1.52
C -2.28 5.65 1.63
C -2.49 4.51 0.62
C -3.14 4.88 -0.71
F -4.37 5.42 -0.56
F -3.29 3.78 -1.48
F -3.17 3.51 1.23
F -1.25 4.01 0.34
O -3.27 5.82 2.65
C -4.42 6.54 2.34
C -5.68 5.66 2.34
F -5.55 4.60 1.52
F -6.75 6.36 1.92
F -4.25 7.20 1.19
F -4.55 7.48 3.30
H -1.38 5.40 2.19
H -2.05 6.60 1.14
H -2.51 5.59 -1.27
H -5.88 5.27 3.35
C -6.23 0.43 5.83
C -6.21 1.82 6.49
C -7.58 2.46 6.77
F -8.31 2.64 5.66
F -7.40 3.69 7.32
F -5.43 2.65 5.77
F -5.59 1.67 7.70
O -6.06 0.38 4.41
C -7.18 0.58 3.61
C -7.10 1.88 2.79
F -6.89 2.95 3.58
F -8.25 2.10 2.13
F -8.30 0.51 4.36
F -7.23 -0.46 2.75
H -5.35 -0.09 6.21
H -7.08 -0.17 6.15
H -8.15 1.86 7.48
H -6.28 1.83 2.07

166
Properties=species:S:1:pos:R:3 method="wB97M-V/def2-TZVPD" e_homo_ev=-7.33 homo_lumo_gap_ev=1.7 fmax_ev_per_a=5.58 e_above_lowest_kcal_mol=24.6
C 5.86 -4.35 1.36
C 5.63 -2.94 0.92
O 4.86 -2.64 -0.03
N 6.38 -1.77 1.60
H 6.65 -2.03 2.54
H 7.20 -1.77 1.02
C 5.70 -0.43 1.61
H 6.75 -4.82 0.94
H 5.10 -4.96 0.87
H 5.86 -4.49 2.44
H 6.39 0.33 1.95
H 4.74 -0.46 2.13
H 5.57 -0.15 0.56
C -8.33 -5.80 -2.66
C -8.12 -5.33 -1.16
O -7.03 -5.01 -0.73
N -9.38 -5.35 -0.28
H -10.17 -5.72 -0.79
H -9.03 -5.91 0.48
C -9.84 -3.91 0.01
H -7.46 -5.53 -3.26
H -9.27 -5.49 -3.10
H -8.48 -6.88 -2.74
H -10.73 -3.94 0.63
H -10.04 -3.33 -0.89
H -9.13 -3.33 0.59
C -2.74 7.54 -1.00
N -2.52 6.05 -1.06
C -2.65 5.31 0.06
C -2.68 3.93 -0.06
C -2.38 3.29 -1.26
C -2.18 4.14 -2.39
C -2.31 5.53 -2.26
C -2.25 1.81 -1.37
C -1.16 1.19 -2.05
C -0.93 -0.20 -1.90
N -1.74 -0.91 -1.10
C -2.83 -0.37 -0.50
C -3.15 0.97 -0.68
C -1.48 -2.40 -0.88
H -3.81 7.68 -1.21
H -2.32 7.98 -1.91
H -2.45 7.92 -0.03
H -2.75 5.88 0.97
H -2.59 3.31 0.82
H -1.86 3.78 -3.35
H -2.16 6.19 -3.10
H -0.53 1.73 -2.74
H -0.03 -0.71 -2.23
H -3.33 -1.05 0.18
H -3.90 1.46 -0.07
H -1.83 -2.70 0.11
H -0.41 -2.58 -0.74
H -1.89 -2.89 -1.76
C 6.98 -7.43 -7.35
N 7.03 -5.92 -7.26
C 6.76 -5.38 -6.02
C 6.65 -4.00 -5.83
C 6.93 -3.17 -6.94
C 7.23 -3.73 -8.19
C 7.36 -5.13 -8.32
C 6.66 -1.78 -6.94
C 7.61 -0.85 -7.37
C 7.35 0.55 -7.40
N 6.12 0.99 -7.10
C 5.13 0.10 -6.69
C 5.39 -1.27 -6.61
C 5.81 2.41 -7.30
H 6.96 -7.70 -8.41
H 6.04 -7.72 -6.88
H 7.85 -7.68 -6.75
H 6.45 -6.10 -5.28
H 6.31 -3.58 -4.90
H 7.31 -3.10 -9.06
H 7.64 -5.70 -9.19
H 8.65 -1.07 -7.51
H 8.06 1.31 -7.71
H 4.23 0.48 -6.23
H 4.59 -1.90 -6.26
H 6.52 3.06 -6.80
H 4.81 2.60 -6.92
H 5.90 2.63 -8.37
C -0.34 -4.73 15.84
N -0.52 -5.10 14.44
C -1.37 -6.11 14.12
C -1.43 -6.58 12.81
C -0.66 -6.00 11.80
C 0.15 -4.92 12.13
C 0.18 -4.48 13.46
C -0.85 -6.29 10.35
C -0.14 -7.31 9.78
C -0.43 -7.66 8.44
N -1.41 -7.07 7.75
C -2.12 -6.16 8.30
C -1.96 -5.74 9.63
C -1.64 -7.36 6.39
H 0.19 -5.54 16.33
H -1.32 -4.63 16.30
H 0.34 -3.87 15.88
H -2.02 -6.49 14.89
H -2.14 -7.34 12.53
H 0.77 -4.44 11.39
H 0.90 -3.74 13.77
H 0.58 -7.90 10.34
H 0.00 -8.48 7.88
H -2.90 -5.72 7.70
H -2.68 -5.08 10.09
H -2.64 -7.77 6.22
H -0.86 -8.04 6.03
H -1.59 -6.41 5.85
As 4.16 5.06 -1.44
F 4.94 5.60 -2.96
F 5.62 4.14 -1.24
F 3.59 4.44 0.17
F 2.61 6.04 -1.75
F 3.31 3.65 -2.28
F 4.72 6.58 -0.63
As -7.44 13.94 -0.96
F -8.33 14.22 0.61
F -5.99 14.04 0.05
F -6.37 13.55 -2.39
F -8.93 13.84 -1.93
F -7.44 15.78 -1.15
F -7.59 12.23 -0.60
As -2.16 11.40 -6.69
F -0.75 10.39 -6.22
F -1.99 12.39 -5.23
F -3.52 12.51 -7.17
F -2.38 10.44 -8.21
F -3.37 10.40 -5.79
F -0.94 12.43 -7.52
As 0.70 13.89 1.16
F 0.05 12.69 2.24
F -0.19 13.09 -0.21
F 1.40 15.09 0.02
F 1.67 14.71 2.46
F 2.07 12.75 0.79
F -0.59 15.02 1.48
As 1.75 -3.25 4.92
F 1.73 -2.98 3.13
F 3.52 -3.17 4.96
F 1.69 -3.44 6.70
F -0.02 -3.45 4.90
F 1.83 -5.00 4.60
F 1.74 -1.49 5.16
As -6.55 1.19 4.65
F -7.15 2.66 5.50
F -5.75 0.65 6.22
F -6.01 -0.25 3.67
F -7.32 1.82 3.18
F -5.05 2.00 4.15
F -8.06 0.35 5.18
As 1.68 -8.03 -4.69
F 0.83 -8.04 -3.10
F 3.16 -8.77 -3.88
F 2.45 -8.09 -6.32
F 0.24 -7.33 -5.48
F 2.37 -6.40 -4.34
F 1.12 -9.71 -4.95
As -0.32 3.51 -8.92
F 0.08 1.94 -8.22
F 1.23 3.56 -9.78
F -0.73 5.05 -9.72
F -1.86 3.69 -7.82
F 0.56 4.26 -7.56
F -1.22 2.57 -10.13